[1]
Formula: C4H4N4O4
Source: the OMol25 dataset
Level of theory: ωB97M-V/def2-TZVPD

Properties
ΔE to the lowest compared entry with this formula, charge and spin: 6.332 eV
Charge: 0
HOMO energy (spin up / spin down): -0.331 / -0.331 Ha
Frontier orbital gap (spin up / spin down): 7.959 / 7.972 eV
LUMO level (spin up / spin down): -1.035 / -1.036 eV
Electronic energy: -18357.7855 eV

Last column: natural (NBO) charge in e.
Geometry (Å):
C  -0.02648  2.35275  0.21796  -0.10
C  0.15051  1.54224  1.47527  0.20
C  1.22573  -1.27743  -0.62272  0.89
C  -0.65903  -0.19755  0.27439  0.62
N  -0.44853  1.81753  -0.80421  -0.33
N  -0.11173  0.31852  1.38429  -0.40
N  1.51231  -2.43924  -1.22156  -0.82
N  -2.10323  -0.08777  0.12694  0.49
O  1.98095  -0.41285  -0.29469  -0.59
O  -2.60456  -0.76462  -0.73561  -0.34
O  -2.67117  0.67979  0.87191  -0.37
O  -0.15228  -1.23281  -0.39814  -0.49
H  0.22109  3.40431  0.32066  0.20
H  0.46611  1.97742  2.40982  0.21
H  2.44952  -2.60555  -1.54291  0.42
H  0.77078  -3.07476  -1.46139  0.42


[2]
Formula: C4H4N4O4
Source: the OMol25 dataset
Level of theory: ωB97M-V/def2-TZVPD

Properties
ΔE to the lowest compared entry with this formula, charge and spin: 1.531 eV
Charge: 0
HOMO energy (spin up / spin down): -0.197 / -0.372 Ha
Frontier orbital gap (spin up / spin down): 5.738 / 8.298 eV
LUMO level (spin up / spin down): 0.369 / -1.823 eV
Electronic energy: -18355.3201 eV
2S+1: 3

Last column: natural (NBO) charge in e.
Geometry (Å):
C  -1.45295  2.53214  -0.16933  0.55
C  -0.34732  3.37254  0.28824  0.57
C  2.38235  -1.27333  -0.50759  0.64
C  0.05295  -1.42070  0.16069  0.52
N  -0.11330  2.00054  0.03672  -0.29
N  -0.96361  -2.41925  0.26835  -0.85
N  -0.39014  -0.18361  0.26501  -0.43
N  0.46255  0.80988  0.34543  0.02
O  -2.54848  2.14951  -0.43523  -0.52
O  0.26985  4.37895  0.53648  -0.49
O  2.20959  -0.74165  -1.53229  -0.52
O  1.31440  -1.86181  0.15743  -0.51
H  3.35052  -1.55628  -0.07063  0.15
H  -0.80623  -3.32051  -0.02731  0.39
H  -1.98546  -2.30968  0.10995  0.40
H  -1.43471  -0.15674  0.57406  0.39


[3]
Formula: C4H4N5
Source: the OMol25 dataset
Level of theory: ωB97M-V/def2-TZVPD

Properties
ΔE to the lowest compared entry with this formula, charge and spin: 1.273 eV
Charge: -1
HOMO energy: -0.179 Ha
Frontier orbital gap: 8.523 eV
LUMO level: 3.651 eV
Electronic energy: -11661.5563 eV

Last column: natural (NBO) charge in e.
Geometry (Å):
C  -1.18917  0.47762  -1.22315  0.30
C  0.87926  -0.05358  -0.24157  0.14
C  -1.21675  -0.06113  1.21344  -0.60
C  -0.48692  0.51508  0.01234  -0.22
N  -1.90114  0.28728  -2.10845  -0.36
N  2.41861  -1.03433  -1.28181  -0.17
N  1.18715  -0.61391  -1.40701  -0.35
N  1.95116  -0.11130  0.63786  -0.36
N  2.88343  -0.70067  -0.08916  -0.16
H  -2.00722  0.54254  1.50399  0.20
H  -0.63947  -0.45041  1.98516  0.23
H  -1.61988  -0.86243  0.73205  0.21
H  -0.25907  2.06525  0.26630  0.13


[4]
Formula: C4H4NO
Source: the OMol25 dataset
Level of theory: ωB97M-V/def2-TZVPD

Properties
ΔE to the lowest compared entry with this formula, charge and spin: 3.124 eV
Charge: +1
HOMO energy (spin up / spin down): -0.586 / -0.586 Ha
Frontier orbital gap (spin up / spin down): 8.514 / 8.513 eV
LUMO level (spin up / spin down): -7.420 / -7.420 eV
Electronic energy: -7737.3194 eV

Last column: natural (NBO) charge in e.
Geometry (Å):
C  0.21333  0.35255  -0.04865  0.10
C  -1.07891  -2.28392  0.19717  0.60
C  -1.09618  -0.03502  -0.17917  -0.13
C  1.36731  1.38738  0.01987  -0.07
N  1.38326  0.00447  0.16053  -0.21
O  -0.63425  -3.14267  0.79437  -0.36
H  -2.01252  0.17125  0.39650  0.29
H  -1.49949  -0.32261  -1.26456  0.31
H  1.81500  1.91198  -0.98102  0.25
H  1.54246  1.95659  0.90495  0.22


[5]
Formula: C4H4NO
Source: the OMol25 dataset
Level of theory: ωB97M-V/def2-TZVPD

Properties
ΔE to the lowest compared entry with this formula, charge and spin: 1.860 eV
Charge: +1
HOMO energy: -0.560 Ha
Frontier orbital gap: 8.612 eV
LUMO level: -6.616 eV
Electronic energy: -7738.5834 eV

Last column: natural (NBO) charge in e.
Geometry (Å):
C  0.04756  -0.99189  -0.12015  -0.09
C  -1.29295  -1.09920  0.01002  0.15
C  -1.13687  1.06999  -0.11424  0.51
C  1.41044  1.10932  0.08594  0.18
N  0.35257  0.40848  -0.17418  -0.39
O  -1.90393  0.13300  0.03297  -0.40
H  0.90518  -1.62356  -0.10905  0.27
H  -2.02270  -1.85240  0.12661  0.26
H  2.32924  0.59213  0.13496  0.23
H  1.31147  2.25411  0.12714  0.28


[6]
Formula: C4H4NO2P
Source: the OMol25 dataset
Level of theory: ωB97M-V/def2-TZVPD

Properties
ΔE to the lowest compared entry with this formula, charge and spin: 0.495 eV
Charge: 0
HOMO energy (spin up / spin down): -0.339 / -0.339 Ha
Frontier orbital gap (spin up / spin down): 7.765 / 7.765 eV
LUMO level (spin up / spin down): -1.455 / -1.455 eV
Electronic energy: -19084.9391 eV

Last column: natural (NBO) charge in e.
Geometry (Å):
H  0.77888  -3.48548  -2.42541  -0.02
P  0.52509  -2.28100  -3.09299  0.42
C  0.13293  -1.54365  -1.64675  0.06
N  -0.00342  -0.24467  -1.32831  -0.42
C  -0.21875  -0.13622  -0.05957  0.20
C  0.05359  1.01892  0.77687  -0.68
C  -0.20472  -1.56646  0.50679  0.70
O  -0.47679  -1.87838  1.63353  -0.54
O  0.06187  -2.40326  -0.50371  -0.47
H  0.22312  0.84398  1.79071  0.25
H  -0.86809  1.67377  0.80675  0.25
H  0.86181  1.68759  0.33751  0.25


[7]
Formula: C4H4NO2S2
Source: the OMol25 dataset
Level of theory: ωB97M-V/def2-TZVPD

Properties
ΔE to the lowest compared entry with this formula, charge and spin: 0.093 eV
Charge: -1
HOMO energy: -0.071 Ha
Frontier orbital gap: 5.376 eV
LUMO level: 3.442 eV
Electronic energy: -31468.0267 eV

Last column: natural (NBO) charge in e.
Geometry (Å):
C  -1.65368  -0.06332  -0.00433  -0.08
C  1.57130  -0.98675  -1.56395  1.05
C  -1.23146  -0.59765  1.36812  -0.61
C  0.40765  0.76562  -0.25971  -0.42
N  -0.91519  0.78007  -0.58400  -0.42
O  2.57944  -0.43494  -1.39941  -0.57
O  0.67837  -1.70901  -1.67305  -0.55
S  0.48925  -0.18218  1.45199  0.00
S  1.23414  2.26792  -0.39253  -0.05
H  -2.67236  -0.09412  -0.38835  0.16
H  -1.85969  -0.03961  2.22719  0.18
H  -1.15494  -1.72044  1.45135  0.22
H  2.52715  2.01440  -0.23331  0.10


[8]
Formula: C4H4NO3
Source: the OMol25 dataset
Level of theory: ωB97M-V/def2-TZVPD

Properties
ΔE to the lowest compared entry with this formula, charge and spin: 2.572 eV
Charge: -1
HOMO energy: -0.165 Ha
Frontier orbital gap: 8.517 eV
LUMO level: 4.027 eV
Electronic energy: -11844.2730 eV

Last column: natural (NBO) charge in e.
Geometry (Å):
O  -1.43942  1.36105  -0.72750  -0.77
C  -1.48978  0.26387  -0.13567  0.74
O  -2.45158  -0.53479  0.10160  -0.76
C  -0.11760  -0.35309  0.15958  -0.10
C  1.06756  0.49360  0.65939  -0.08
O  1.13472  1.69768  -0.07030  -0.76
C  0.01784  -1.62606  -0.78139  0.08
N  -0.05662  -1.83617  0.43744  -0.33
H  2.12710  0.15170  0.64582  0.16
H  0.93617  0.63042  1.79635  0.13
H  0.22016  1.75107  -0.37510  0.50
H  0.05143  -1.99928  -1.71022  0.19


[9]
Formula: C4H4NO3PS
Source: the OMol25 dataset
Level of theory: ωB97M-V/def2-TZVPD

Properties
ΔE to the lowest compared entry with this formula, charge and spin: 3.312 eV
Charge: -2
HOMO energy: -0.003 Ha
Frontier orbital gap: 5.336 eV
LUMO level: 5.258 eV
Electronic energy: -31966.5989 eV

Last column: natural (NBO) charge in e.
Geometry (Å):
C  1.06838  -1.11835  -0.10670  -0.33
C  0.45041  -1.68123  -1.15551  -0.37
C  0.18137  0.94197  0.56427  0.19
C  -0.70841  -0.87566  -1.85655  -0.57
N  -0.33457  1.55065  -0.34578  -0.67
O  0.75930  2.83053  2.08302  -1.20
O  -1.46160  1.60774  2.49294  -1.20
O  0.79917  0.65539  3.28495  -1.22
P  0.02903  1.57379  2.41008  2.38
S  -0.61558  0.97747  -1.93764  0.31
H  1.87303  -1.53727  0.57005  0.18
H  0.63089  -2.76792  -1.70130  0.12
H  -0.98718  -1.13416  -2.94444  0.20
H  -1.68425  -1.02295  -1.35740  0.20


[10]
Formula: C4H4NaO5
Source: the OMol25 dataset
Level of theory: ωB97M-V/def2-TZVPD

Properties
ΔE to the lowest compared entry with this formula, charge and spin: 1.510 eV
Charge: -1
HOMO energy: -0.080 Ha
Frontier orbital gap: 4.007 eV
LUMO level: 1.841 eV
Electronic energy: -18867.0650 eV

Last column: natural (NBO) charge in e.
Geometry (Å):
O  -1.76118  -0.02351  1.40797  -0.81
C  -1.45142  0.04422  0.20084  0.93
O  -2.20486  0.08189  -0.79646  -0.80
O  -0.12850  -0.15071  -0.11567  -0.72
C  0.68913  -1.21902  0.59554  -0.37
H  0.20272  -1.52446  1.53657  0.16
C  0.77253  -2.43948  -0.30519  -0.66
H  -0.21467  -2.87357  -0.57019  0.17
H  1.30414  -2.22467  -1.24781  0.18
H  1.34978  -3.22692  0.20781  0.18
C  -0.08080  4.13779  -0.49148  1.06
O  0.81663  3.55098  -0.03817  -0.57
O  -0.92990  4.78288  -0.93124  -0.49
Na  1.63641  1.08459  0.54750  0.74